Record 1
Below is C9H18F2Li2NO13S2 as an isolated structure at a distorted geometry, with properties calculated with ωB97M-V/def2-TZVPD.

For the total energy, the calculation gives -2397.46073 hartree. The total charge is +1. The value obtained for the HOMO-LUMO gap is 5.901 eV. Its energy above the lowest of the compared OMol25 structures with the same formula, charge and spin is 71.9 kcal per mole.

Geometry as XYZ:
```
47
Properties=species:S:1:pos:R:3:nbo_charge:R:1
Li -1.507 -0.585 -2.797 0.982
Li -2.043 -2.469 -1.478 0.951
N -0.329 -1.654 -1.606 -1.389
S 0.056 -1.195 -0.064 2.362
O 1.360 -0.660 0.280 -0.741
O -0.769 -1.984 0.830 -0.866
F -0.966 0.079 -0.171 -0.522
S 1.026 -2.328 -1.759 2.390
O 1.359 -3.427 -0.897 -0.833
O 2.135 -1.660 -2.440 -0.812
F 0.551 -3.303 -2.966 -0.540
C -1.761 3.112 0.379 -0.255
O -1.976 2.252 1.452 -0.504
C -1.217 2.337 2.523 0.977
O -0.283 3.155 2.658 -0.631
O -1.651 1.390 3.362 -0.490
C -1.130 1.352 4.631 -0.264
H -2.470 2.816 -0.393 0.168
H -0.736 3.131 0.007 0.206
H -2.171 4.083 0.657 0.209
H -1.375 2.261 5.180 0.195
H -0.049 1.213 4.653 0.190
H -1.428 0.489 5.226 0.202
C 2.218 7.306 -0.900 -0.253
O 2.703 6.005 -0.717 -0.489
C 2.139 5.107 0.013 0.992
O 1.189 5.285 0.785 -0.650
O 2.694 3.849 -0.239 -0.530
C 2.318 2.702 0.604 -0.270
H 2.711 7.944 -1.633 0.207
H 2.384 7.907 -0.007 0.199
H 1.179 7.189 -1.208 0.192
H 1.873 1.922 -0.014 0.166
H 1.677 2.970 1.444 0.239
H 3.213 2.266 1.047 0.195
C -0.491 -5.502 1.040 -0.253
O -0.634 -6.269 -0.192 -0.496
C -1.038 -5.647 -1.412 1.062
O -1.562 -4.524 -1.445 -0.796
O -0.820 -6.478 -2.441 -0.457
C -1.212 -6.213 -3.735 -0.259
H -1.205 -4.679 1.023 0.186
H 0.484 -5.019 1.111 0.208
H -0.714 -6.172 1.869 0.217
H -0.777 -7.029 -4.311 0.226
H -0.690 -5.293 -3.999 0.186
H -2.265 -6.033 -3.951 0.192
```

=====

Record 2
Below is C9H18FO9Tl as an isolated structure at a distorted geometry, with properties calculated with ωB97M-V/def2-TZVPD.

For the total energy, the calculation gives -1302.21141 hartree. The total charge is +2. The value obtained for the HOMO-LUMO gap is 1.273 eV. Its energy above the lowest of the compared OMol25 structures with the same formula, charge and spin is 137.8 kcal per mole.

Geometry as XYZ:
```
38
Properties=species:S:1:pos:R:3:nbo_charge:R:1
Tl 1.253 5.747 -4.002 1.000
F -0.533 2.708 -0.875 -0.230
C 5.540 -0.265 -6.864 -0.278
O 5.280 -0.983 -5.757 -0.435
C 4.776 -0.382 -4.691 0.984
O 4.005 0.590 -4.645 -0.533
O 4.801 -1.195 -3.690 -0.439
C 4.138 -0.981 -2.447 -0.260
H 4.716 0.418 -7.072 0.199
H 5.266 -1.015 -7.606 0.216
H 6.574 0.080 -6.877 0.209
H 3.153 -0.676 -2.800 0.201
H 4.671 -0.114 -2.055 0.195
H 4.102 -1.712 -1.639 0.235
C 0.466 2.898 5.693 -0.262
O -0.282 3.714 6.594 -0.387
C 0.399 4.477 7.517 0.976
O 1.643 4.465 7.714 -0.479
O -0.588 5.189 8.099 -0.443
C -0.355 5.900 9.356 -0.264
H 1.312 3.501 5.366 0.218
H -0.222 2.519 4.937 0.228
H 0.861 1.996 6.161 0.232
H -1.246 6.509 9.507 0.224
H 0.468 6.604 9.240 0.208
H -0.163 5.246 10.206 0.219
C -5.567 -6.784 -3.261 -0.273
O -4.922 -5.915 -2.355 -0.378
C -5.097 -4.541 -2.471 0.974
O -5.457 -3.980 -3.514 -0.494
O -4.527 -3.992 -1.381 -0.420
C -4.417 -2.609 -1.409 -0.287
H -5.115 -6.525 -4.219 0.235
H -6.639 -6.671 -3.419 0.229
H -5.230 -7.818 -3.181 0.239
H -5.346 -2.043 -1.346 0.214
H -3.864 -2.168 -2.239 0.212
H -3.852 -2.189 -0.577 0.217
```

=====

Record 3
Below is one molecule with the formula C9H18N2O3 at a distorted geometry, with properties calculated with ωB97M-V/def2-TZVPD.

For the total energy, the calculation gives -688.93305 hartree. The SMILES is CC(C)C[C@H](NC(=O)[C@H](C)N)C(=O)O. The value obtained for the HOMO-LUMO gap is 9.960 eV. Its energy above the lowest of the compared OMol25 structures with the same formula, charge and spin is 50.6 kcal per mole.

Geometry as XYZ:
```
32
Properties=species:S:1:pos:R:3:nbo_charge:R:1
C 4.015 -1.285 -0.209 -0.597
C 2.862 -0.220 -0.026 -0.228
C 2.854 0.418 1.351 -0.618
C 1.489 -0.627 -0.770 -0.397
C 0.263 0.180 -0.328 -0.164
N -0.870 -0.377 -1.065 -0.608
C -2.140 -0.717 -0.768 0.659
O -2.880 -0.983 -1.710 -0.627
C -2.724 -0.320 0.591 -0.150
C -4.248 -0.592 0.514 -0.611
N -2.598 1.113 0.763 -0.852
C 0.300 1.654 -0.859 0.788
O 1.087 2.038 -1.670 -0.585
O -0.726 2.308 -0.424 -0.693
H 4.000 -2.135 0.461 0.203
H 4.954 -0.772 -0.109 0.207
H 3.972 -1.550 -1.297 0.209
H 3.266 0.523 -0.691 0.214
H 3.817 0.962 1.550 0.223
H 2.731 -0.166 2.228 0.206
H 2.081 1.288 1.458 0.198
H 1.564 -0.503 -1.902 0.232
H 1.149 -1.708 -0.633 0.209
H 0.086 0.300 0.714 0.220
H -0.856 -0.609 -2.008 0.414
H -2.179 -1.023 1.275 0.216
H -4.870 0.065 -0.067 0.221
H -4.603 -0.330 1.549 0.189
H -4.508 -1.593 0.197 0.233
H -3.067 1.332 1.684 0.390
H -3.054 1.497 -0.080 0.395
H -1.167 1.832 0.282 0.504
```

=====

Record 4
Below is one molecule with the formula C9H18N2O4 at a distorted geometry, with properties calculated with ωB97M-V/def2-TZVPD.

For the total energy, the calculation gives -764.15390 hartree. The SMILES is CC(C)C[C@H](NC(=O)[C@@H](N)CO)C(=O)O. The value obtained for the HOMO-LUMO gap is 10.173 eV. Its energy above the lowest of the compared OMol25 structures with the same formula, charge and spin is 80.1 kcal per mole.

Geometry as XYZ:
```
33
Properties=species:S:1:pos:R:3:nbo_charge:R:1
C 1.168 2.033 -1.300 -0.605
C 1.206 1.530 0.186 -0.204
C 1.842 2.311 1.245 -0.604
C 1.663 0.147 0.288 -0.400
C 1.163 -1.029 -0.687 -0.173
N -0.201 -1.197 -0.632 -0.637
C -0.954 -1.373 0.542 0.697
O -0.548 -1.719 1.629 -0.638
C -2.479 -1.179 0.402 -0.172
N -2.791 0.074 1.083 -0.830
C -2.935 -0.931 -1.046 -0.078
O -2.172 0.226 -1.580 -0.765
C 2.036 -2.184 -0.437 0.797
O 2.784 -2.652 -1.224 -0.530
O 1.996 -2.565 0.948 -0.720
H 0.548 1.435 -1.949 0.212
H 2.228 1.960 -1.722 0.206
H 0.831 3.006 -1.194 0.211
H 0.080 1.473 0.570 0.165
H 2.928 2.414 1.071 0.203
H 1.478 3.329 1.103 0.214
H 1.693 1.840 2.257 0.223
H 2.760 0.192 0.082 0.207
H 1.661 -0.181 1.299 0.215
H 1.152 -0.791 -1.715 0.230
H -0.724 -0.683 -1.350 0.441
H -2.833 -2.123 0.845 0.215
H -3.781 0.145 1.222 0.365
H -2.497 0.131 2.010 0.380
H -3.977 -0.724 -0.935 0.175
H -2.772 -1.646 -1.779 0.201
H -1.869 0.797 -0.636 0.500
H 1.319 -2.068 1.406 0.498
```

=====

Record 5
Below is one molecule with the formula C9H18N2O4 at a distorted geometry, with properties calculated with ωB97M-V/def2-TZVPD.

For the total energy, the calculation gives -764.11210 hartree. The SMILES is CC(C)[C@H](N)C(=O)N[C@H](C(=O)O)[C@@H](C)O. The value obtained for the HOMO-LUMO gap is 9.437 eV. Its energy above the lowest of the compared OMol25 structures with the same formula, charge and spin is 106.3 kcal per mole.

Geometry as XYZ:
```
33
Properties=species:S:1:pos:R:3:nbo_charge:R:1
C -0.886 2.814 0.698 -0.651
C -1.942 1.686 1.005 -0.215
C -1.724 1.153 2.473 -0.620
C -1.812 0.377 0.084 -0.126
N -3.047 -0.184 -0.328 -0.848
C -0.697 -0.607 0.673 0.714
O -1.029 -1.675 1.203 -0.591
N 0.654 -0.106 0.726 -0.695
C 1.161 -0.347 -0.751 -0.160
C 0.209 -1.035 -1.688 0.758
O -0.509 -2.017 -1.363 -0.611
O 0.315 -0.724 -2.962 -0.640
C 2.614 -0.846 -0.761 0.086
C 2.898 -2.199 -0.439 -0.636
O 3.151 -0.629 -2.103 -0.711
H -0.569 3.638 1.460 0.224
H 0.144 2.274 0.533 0.222
H -0.982 3.416 -0.268 0.218
H -2.909 2.009 0.765 0.222
H -2.690 0.847 3.050 0.217
H -1.331 2.064 2.938 0.211
H -1.009 0.375 2.644 0.213
H -1.372 0.757 -0.879 0.178
H -3.708 -0.398 0.420 0.376
H -2.877 -0.954 -1.027 0.391
H 1.014 -0.743 1.555 0.400
H 1.026 0.655 -1.169 0.236
H -0.157 -1.456 -3.390 0.508
H 3.070 -0.082 -0.142 0.184
H 3.963 -2.314 -0.634 0.224
H 2.322 -2.844 -1.053 0.230
H 2.683 -2.575 0.629 0.225
H 4.028 -0.329 -1.898 0.467
```

=====

Record 6
Below is a 3-piece molecular cluster, C9H18O3 overall at a distorted geometry, with properties calculated with ωB97M-V/def2-TZVPD.

For the total energy, the calculation gives -579.31457 hartree. The SMILES is CC(C)=O.CC(C)=O.CC(C)=O. The value obtained for the HOMO-LUMO gap is 10.082 eV. Its energy above the lowest of the compared OMol25 structures with the same formula, charge and spin is 74.8 kcal per mole.

Geometry as XYZ:
```
30
Properties=species:S:1:pos:R:3:nbo_charge:R:1
C 0.064 0.260 -0.825 -0.699
C 0.376 1.797 -0.853 0.618
C 1.787 2.172 -0.331 -0.708
O -0.397 2.647 -1.112 -0.544
H 0.487 -0.243 -1.492 0.202
H -0.991 0.321 -1.140 0.233
H 0.197 -0.119 0.236 0.234
H 2.621 1.802 -0.964 0.241
H 1.673 1.925 0.642 0.218
H 1.996 3.428 -0.290 0.204
C 3.399 -3.046 -1.876 -0.744
C 2.744 -2.488 -0.681 0.599
C 1.397 -3.216 -0.183 -0.708
O 3.092 -1.416 -0.168 -0.542
H 4.331 -2.642 -1.881 0.236
H 2.984 -2.909 -2.850 0.250
H 3.749 -4.174 -1.917 0.231
H 0.494 -2.763 -0.660 0.237
H 1.235 -3.023 0.928 0.237
H 1.412 -4.169 -0.473 0.205
C -4.520 1.795 1.092 -0.690
C -3.191 1.012 1.437 0.599
C -2.102 1.715 2.147 -0.717
O -3.071 -0.211 1.097 -0.575
H -4.182 2.846 0.773 0.214
H -5.061 1.798 1.955 0.225
H -4.851 1.328 0.254 0.234
H -2.584 1.838 3.204 0.235
H -1.859 2.650 1.697 0.241
H -1.232 1.088 2.239 0.234
```

=====

What did the fourth record say?
Below is one molecule with the formula C9H18N2O4 at a distorted geometry, with properties calculated with ωB97M-V/def2-TZVPD.

For the total energy, the calculation gives -764.15390 hartree. The SMILES is CC(C)C[C@H](NC(=O)[C@@H](N)CO)C(=O)O. The value obtained for the HOMO-LUMO gap is 10.173 eV. Its energy above the lowest of the compared OMol25 structures with the same formula, charge and spin is 80.1 kcal per mole.

Geometry as XYZ:
```
33
Properties=species:S:1:pos:R:3:nbo_charge:R:1
C 1.168 2.033 -1.300 -0.605
C 1.206 1.530 0.186 -0.204
C 1.842 2.311 1.245 -0.604
C 1.663 0.147 0.288 -0.400
C 1.163 -1.029 -0.687 -0.173
N -0.201 -1.197 -0.632 -0.637
C -0.954 -1.373 0.542 0.697
O -0.548 -1.719 1.629 -0.638
C -2.479 -1.179 0.402 -0.172
N -2.791 0.074 1.083 -0.830
C -2.935 -0.931 -1.046 -0.078
O -2.172 0.226 -1.580 -0.765
C 2.036 -2.184 -0.437 0.797
O 2.784 -2.652 -1.224 -0.530
O 1.996 -2.565 0.948 -0.720
H 0.548 1.435 -1.949 0.212
H 2.228 1.960 -1.722 0.206
H 0.831 3.006 -1.194 0.211
H 0.080 1.473 0.570 0.165
H 2.928 2.414 1.071 0.203
H 1.478 3.329 1.103 0.214
H 1.693 1.840 2.257 0.223
H 2.760 0.192 0.082 0.207
H 1.661 -0.181 1.299 0.215
H 1.152 -0.791 -1.715 0.230
H -0.724 -0.683 -1.350 0.441
H -2.833 -2.123 0.845 0.215
H -3.781 0.145 1.222 0.365
H -2.497 0.131 2.010 0.380
H -3.977 -0.724 -0.935 0.175
H -2.772 -1.646 -1.779 0.201
H -1.869 0.797 -0.636 0.500
H 1.319 -2.068 1.406 0.498
```